# 1
Below is a 2-piece molecular cluster, C4H7NO overall, with properties calculated with ωB97M-V with the def2-TZVPD basis set.

ORCA input file:
```
! RIJCOSX wB97M-V def2-TZVPD def2/J DEFGRID3
* xyz 0 1
C 2.381 -0.787 0.287
C 0.491 0.812 0.477
O 0.039 1.799 0.923
C 0.990 -0.292 -0.024
C -2.669 0.235 -0.111
N -2.009 0.217 -1.194
H 3.027 -0.736 -0.596
H 2.350 -1.829 0.623
H 2.848 -0.195 1.079
H 0.328 -0.824 -0.704
H -3.014 1.142 0.396
H -2.914 -0.713 0.372
H -1.849 1.171 -1.527
*
```

Its SMILES is CC=C=O.C=N. The value obtained for the energy above the lowest of the compared OMol25 structures with the same formula, charge and spin is 56.6 kcal/mol. The HOMO-LUMO gap is 9.5 eV. The LUMO energy comes out at 0.0313 Ha. Its electronic energy is -286.541405 Ha.

Results of the Mulliken charge analysis, in e, for atoms 1 through 4: -1.096, 0.495, -0.416, -0.280

=====

# 2
Below is C18H22AlCl3F6N4O2S as an isolated structure, with properties calculated with ωB97M-V with the def2-TZVPD basis set.

ORCA input file:
```
! RIJCOSX wB97M-V def2-TZVPD def2/J DEFGRID3
* xyz 0 1
Al -0.698 -0.213 -0.135
C -4.124 -0.236 1.015
C -3.149 -0.150 2.182
N -1.728 -0.540 1.921
C -1.498 -1.958 2.333
C -2.193 -3.025 1.505
C -0.849 0.275 2.796
C 0.628 0.093 2.420
N 0.741 -0.385 1.043
C 1.895 -1.056 0.688
C 1.814 -2.132 -0.208
F 0.596 -2.477 -0.674
C 2.904 -2.860 -0.610
F 2.726 -3.882 -1.457
C 4.168 -2.566 -0.132
C 4.274 -1.517 0.751
F 5.477 -1.166 1.234
C 3.177 -0.776 1.152
F 3.386 0.282 1.960
H -5.071 0.204 1.335
H -3.781 0.325 0.148
H -4.325 -1.260 0.703
H -3.136 0.880 2.536
H -3.514 -0.758 3.017
H -0.423 -2.130 2.292
H -1.802 -2.045 3.382
H -1.826 -3.048 0.479
H -1.983 -3.998 1.952
H -3.277 -2.899 1.487
H -1.135 1.313 2.685
H -1.011 -0.004 3.844
H 1.133 1.047 2.582
H 1.099 -0.625 3.098
H 5.035 -3.128 -0.449
S -1.499 2.117 0.097
C -0.389 3.037 -0.816
N -0.746 3.953 -1.709
C 0.401 4.501 -2.443
C 1.597 3.803 -1.754
N 0.935 2.982 -0.735
H -1.698 4.016 -2.024
H 0.439 5.583 -2.350
H 0.341 4.229 -3.494
H 2.289 4.505 -1.296
H 2.143 3.176 -2.455
H 1.398 2.261 -0.206
F -2.699 -0.164 -2.037
C -2.093 -1.165 -1.268
F -1.454 -1.992 -2.191
H -2.919 -1.764 -0.893
Cl 2.449 0.713 -4.802
C 1.971 -0.011 -3.266
Cl 1.785 -1.751 -3.444
Cl 3.245 0.328 -2.055
C 0.618 0.571 -2.742
O 0.007 1.378 -3.405
O 0.347 0.107 -1.588
*
```

The value obtained for the energy above the lowest of the compared OMol25 structures with the same formula, charge and spin is 4.5 kcal/mol. The HOMO-LUMO gap is 8.4 eV. The LUMO energy comes out at 0.0113 Ha. Its electronic energy is -3689.144315 Ha.

Results of the Mulliken charge analysis, in e, for atoms 1 through 4: -0.335, -1.095, -0.621, 0.628

=====

# 3
Below is C3H9NO in the gas phase in a non-equilibrium geometry, with properties calculated with ωB97M-V with the def2-TZVPD basis set.

ORCA input file:
```
! RIJCOSX wB97M-V def2-TZVPD def2/J DEFGRID3
* xyz 0 1
C -0.865 -0.004 0.880
C 0.468 -0.143 -0.111
C 1.516 0.918 -0.109
O -0.186 -0.281 -1.348
N -1.881 -1.056 0.571
H -0.687 -0.184 1.947
H -1.163 0.963 0.747
H 0.906 -1.159 0.059
H 2.508 0.510 -0.401
H 1.441 1.662 -0.836
H 1.653 1.392 0.841
H 0.366 -0.130 -2.207
H -1.582 -1.841 0.060
H -2.494 -0.649 -0.092
*
```

Its SMILES is C[C@H](O)CN. The value obtained for the energy above the lowest of the compared OMol25 structures with the same formula, charge and spin is 42.8 kcal/mol. The HOMO-LUMO gap is 9.9 eV. The LUMO energy comes out at 0.0315 Ha. Its electronic energy is -249.645510 Ha.

Results of the Mulliken charge analysis, in e, for atoms 1 through 4: -0.729, 0.552, -1.411, -0.572

=====

Number 1: molecular weight 85.11 g mol⁻¹. Number 2: molecular weight 605.80 g mol⁻¹. Number 3: molecular weight 75.11 g mol⁻¹.